Entry 1:
{"formula": "C3H2Cl3N3O", "method": "the ωB97M-V functional and the def2-TZVPD basis", "species": ["C", "C", "C", "N", "N", "N", "O", "Cl", "Cl", "Cl", "H", "H"], "xyz": [[-0.446437, -1.583493, 1.264837], [-1.187857, -0.518355, 0.706841], [0.924564, -0.680375, -0.696399], [0.539795, -1.058209, 2.070412], [1.612110, -0.751812, 1.631978], [1.906121, -0.766486, 0.359788], [-0.492824, -2.784853, 1.143120], [-2.198004, -0.950482, -0.583399], [0.600703, -2.046825, -1.725880], [3.547474, -0.103874, 0.113575], [-1.276789, 0.449541, 1.241798], [0.505021, 0.292213, -1.004366]], "forces_ev_per_a": [[0.2153, -1.1024, 0.1161], [-0.3691, 0.2665, -1.2573], [-0.2887, 0.0702, 1.1317], [-0.5280, -0.0759, 2.2032], [2.3470, 1.1509, 2.0030], [0.0727, 0.0509, -3.7284], [-0.8131, -0.2576, -0.5287], [-0.6732, 0.4925, 0.2118], [0.5772, 1.1529, 0.9616], [-1.4681, -0.4266, -0.1513], [0.1149, -0.6964, -0.8151], [0.8129, -0.6249, -0.1464]], "de_lowest_kcal_mol": 51.2, "e_tot_ha": -1735.37065}


Entry 2:
{"formula": "C8H18F2NP", "method": "the ωB97M-V functional and the def2-TZVPD basis", "species": ["C", "C", "C", "C", "C", "C", "C", "C", "N", "F", "F", "P", "H", "H", "H", "H", "H", "H", "H", "H", "H", "H", "H", "H", "H", "H", "H", "H", "H", "H"], "xyz": [[1.250482, 0.676666, -1.129794], [3.070319, -0.326782, 0.956462], [-1.529046, -2.250678, -1.150825], [-2.091819, -0.539995, 1.944871], [2.407816, 1.485894, -0.746460], [2.847005, 1.161818, 0.706619], [-1.722645, -0.793050, -1.501246], [-2.415743, 0.126024, 0.636436], [-1.360195, 0.014617, -0.335139], [-0.037283, 1.636933, 0.924142], [-2.239866, 2.871090, -1.002852], [-0.326825, 1.225041, -0.605135], [1.180354, 0.515792, -2.231485], [3.508766, -0.488217, 2.027222], [2.230783, -0.821846, 0.818299], [3.925031, -0.771597, 0.436991], [-2.061487, -2.977050, -1.849771], [-0.499419, -2.503148, -1.046577], [-2.002837, -2.573621, -0.305042], [-2.967953, -1.200736, 2.247516], [-1.201109, -1.209341, 1.721479], [-1.771316, 0.235385, 2.719489], [2.290395, 2.571220, -0.863931], [3.263170, 1.230410, -1.536142], [3.781195, 1.578195, 0.864436], [2.145600, 1.568758, 1.419055], [-0.872335, -0.548404, -2.234419], [-2.708815, -0.607573, -1.886013], [-3.209902, -0.502216, 0.248475], [-2.882328, 1.216422, 0.753351]], "forces_ev_per_a": [[-2.4093, 1.0815, -2.1851], [4.8871, 1.9749, 2.7951], [-0.7514, -1.0612, -2.7344], [1.1791, -0.3943, 1.1998], [2.9451, -0.1752, -0.5645], [-0.3975, -1.0875, -1.0427], [2.9133, -0.3840, -0.6620], [-2.3764, 1.7647, 0.5942], [-1.0263, 0.1169, -0.8156], [-0.6587, 0.3820, -1.2666], [1.9048, -1.5434, 0.4250], [0.1275, 0.7093, 2.1405], [0.1795, -0.3918, 0.6656], [-1.4073, 0.3938, -1.4169], [-3.8162, -2.8416, -0.4974], [-0.4119, 0.2583, -0.8256], [1.0868, 1.1231, 0.0235], [0.8030, -0.2356, -0.1202], [-1.2197, -0.1211, 2.8478], [1.2165, 1.0594, 0.1204], [-1.0487, 0.6012, 0.6782], [-0.5848, -1.3770, -0.7148], [-0.1680, -0.1988, 0.0127], [-1.5162, 0.4141, 1.8232], [1.7624, 1.4666, 0.3673], [-0.1378, 0.0848, 0.1253], [-1.7241, -0.3514, 0.2196], [-0.2619, 0.5972, -0.2292], [-0.3752, 0.3210, -0.4652], [1.2864, -2.1861, -0.4981]], "e_tot_ha": -911.30275}


Entry 3:
{"formula": "C22H18Co2O9", "method": "the ωB97M-V functional and the def2-TZVPD basis", "species": ["C", "C", "O", "C", "C", "C", "C", "C", "O", "O", "H", "H", "H", "H", "H", "H", "H", "H", "H", "H", "H", "O", "C", "Co", "C", "O", "C", "O", "C", "C", "C", "C", "C", "C", "C", "C", "C", "Co", "C", "O", "C", "O", "C", "O", "H", "H", "H", "H", "H", "H", "H"], "xyz": [[-3.107277, -1.727983, -2.880968], [-2.180720, -0.556092, -3.051585], [-1.047194, -0.799561, -2.152170], [-0.052989, 0.102326, -2.271278], [1.320209, -0.411460, -1.910758], [1.205677, -1.891250, -1.927614], [2.278629, 0.180892, -2.981605], [3.339924, -0.746594, -3.507888], [2.222613, 1.364384, -3.288979], [-0.337798, 1.210022, -2.742656], [-4.004358, -1.570656, -3.487725], [-2.635190, -2.655190, -3.222651], [-3.397972, -1.854939, -1.835642], [-1.812142, -0.497731, -4.085081], [-2.659344, 0.384607, -2.773705], [0.476509, -2.241252, -1.181201], [0.826205, -2.231752, -2.893548], [2.163973, -2.370759, -1.737212], [3.867978, -1.244918, -2.683038], [2.916437, -1.501518, -4.184823], [4.078112, -0.172850, -4.074702], [-2.378602, -2.379493, 0.350522], [-1.334425, -1.886996, 0.486621], [0.184556, -1.313176, 1.120175], [0.678403, -2.264011, 2.462152], [1.014629, -2.930274, 3.353027], [1.981665, -1.325558, 0.550836], [2.964308, -1.989353, 0.718985], [0.002489, 0.927818, 1.495179], [-0.286319, 0.971513, 2.904001], [-1.474539, 0.378598, 3.410792], [-1.792968, 0.457868, 4.759198], [-0.939229, 1.127884, 5.655698], [0.244822, 1.713901, 5.161580], [0.564438, 1.637113, 3.816174], [0.701030, 0.769106, 0.347991], [1.919958, 0.097267, -0.125463], [-0.517330, 2.072357, 0.146669], [-2.070751, 1.332497, -0.181162], [-3.130198, 0.859756, -0.237811], [0.043438, 2.833418, -1.486238], [0.228137, 3.742927, -2.175692], [-0.788811, 3.519709, 1.099436], [-0.947328, 4.477666, 1.726014], [-2.134283, -0.162093, 2.718910], [-2.708091, -0.014759, 5.129372], [-1.183238, 1.173571, 6.709701], [0.918401, 2.228816, 5.854187], [1.485860, 2.090395, 3.431936], [2.652333, 0.447348, -0.905336], [2.640354, 0.638467, 0.577383]], "forces_ev_per_a": [[-0.2102, -0.2899, -0.0269], [0.7119, -0.0443, 0.8557], [-1.3990, -0.7070, -0.6551], [2.4870, 0.8409, -0.5676], [-3.5695, 0.1436, -7.5933], [0.4251, -0.9860, -0.0293], [-2.4643, -0.8102, 2.2383], [0.5706, -0.0292, -0.3853], [0.9045, -0.0499, -0.1634], [-0.1707, -0.5222, -0.5467], [-0.0270, -0.0016, 0.0499], [0.0041, 0.0704, 0.0872], [0.0163, 0.0822, -0.1475], [0.0356, 0.1632, 0.2599], [0.1022, -0.0833, -0.1314], [0.3544, -0.0353, -0.0426], [-0.0210, -0.3693, -0.0617], [0.0377, -0.2222, 0.0816], [-0.2219, -0.0654, -0.1284], [0.0362, -0.0144, 0.3099], [-0.1029, 0.0739, 0.0163], [1.3413, 0.4535, -0.2104], [-2.9537, -1.2975, 0.2733], [1.5817, 0.8701, -0.0156], [0.2212, -1.0061, 0.2721], [-0.2711, 0.7343, -0.5935], [0.3885, 1.0358, 1.2962], [0.1855, -0.3325, -0.4888], [2.1599, -1.4089, -1.2445], [-0.0590, -0.4367, 0.7243], [0.2611, 0.1223, -0.2187], [0.3644, 0.2205, 0.3693], [0.2665, -0.0372, -0.7800], [-0.6000, -0.2334, 0.4991], [-0.0069, -0.0785, -0.4457], [-0.1901, -0.4295, 2.7148], [3.6642, 1.3674, 2.7819], [-1.8326, 2.7102, -2.0038], [-1.4015, -0.4699, -0.4874], [0.3540, 0.1441, 0.1104], [-0.3171, 2.1207, 0.8684], [0.0745, -1.2480, 0.1921], [0.6946, 0.2964, -0.2869], [-0.3317, 0.2813, 0.3555], [0.3091, 0.3413, 0.2644], [0.2852, 0.1531, -0.1187], [0.0174, 0.0470, 0.0152], [-0.2002, -0.1548, -0.2321], [-0.3991, -0.1825, 0.1448], [-0.9351, 0.0952, 1.0625], [-0.1699, -0.8216, 1.7625]], "total_charge": -2, "de_lowest_kcal_mol": 74.6, "e_tot_ha": -4291.54198}


Entry 4:
{"formula": "C14H46N6O9", "method": "the ωB97M-V functional and the def2-TZVPD basis", "species": ["N", "C", "N", "O", "H", "H", "H", "H", "N", "C", "N", "O", "H", "H", "H", "H", "N", "C", "N", "O", "H", "H", "H", "H", "C", "C", "O", "H", "H", "H", "H", "H", "H", "C", "C", "O", "H", "H", "H", "H", "H", "H", "C", "C", "O", "H", "H", "H", "H", "H", "H", "C", "C", "O", "H", "H", "H", "H", "H", "H", "C", "C", "O", "H", "H", "H", "H", "H", "H", "C", "O", "H", "H", "H", "H"], "xyz": [[-11.112467, 26.493566, -0.854255], [-12.362545, 26.470228, -0.663647], [-12.641110, 26.544761, 0.570787], [-13.322739, 26.458402, -1.675987], [-10.614426, 26.390248, -1.780316], [-10.518791, 26.390561, 0.045792], [-13.604797, 26.837806, 0.753882], [-11.947744, 26.714636, 1.297770], [-15.510703, 26.088067, 0.911521], [-16.001499, 26.835181, 1.826828], [-15.291010, 26.797999, 2.917472], [-17.087697, 27.649497, 1.528967], [-15.968684, 26.197022, -0.088666], [-14.877281, 25.275724, 1.081052], [-15.824590, 27.080492, 3.709898], [-14.720300, 26.027857, 3.163188], [-11.036770, 26.954913, 2.620897], [-9.900695, 27.193819, 2.051143], [-9.443636, 26.165827, 1.366149], [-9.211474, 28.422553, 2.038740], [-11.272981, 27.647702, 3.313106], [-11.486294, 26.067637, 2.848013], [-8.467607, 26.309378, 1.058585], [-9.469321, 25.207294, 1.726230], [-16.509065, 28.753233, 5.274194], [-17.280988, 27.546991, 5.851196], [-16.749445, 26.313645, 5.364365], [-16.390649, 28.612296, 4.194895], [-15.547963, 28.788757, 5.755016], [-17.098213, 29.643816, 5.551397], [-18.356124, 27.587496, 5.590378], [-17.342243, 27.537364, 6.922812], [-17.346989, 25.562298, 5.405226], [-13.290511, 26.300711, 5.766769], [-13.856739, 25.010775, 6.268147], [-15.013586, 25.434057, 7.032183], [-13.182995, 27.023856, 6.550739], [-13.933257, 26.826499, 4.995723], [-12.243120, 26.211448, 5.356472], [-13.171353, 24.515413, 7.013481], [-14.211564, 24.361791, 5.450300], [-15.627361, 25.663044, 6.436512], [-9.124622, 29.597385, 4.968631], [-10.516989, 29.772005, 4.407428], [-11.368036, 28.711517, 4.703302], [-8.506670, 30.386729, 4.633558], [-8.713708, 28.719511, 4.550158], [-9.181079, 29.578970, 6.044339], [-10.323568, 29.870333, 3.366201], [-10.994418, 30.794678, 4.540403], [-12.159811, 28.933965, 4.162275], [-12.620794, 30.110606, 1.359737], [-13.962607, 29.555561, 1.763055], [-13.692353, 28.875922, 3.032658], [-12.007448, 29.192048, 1.271927], [-12.197205, 30.853805, 1.951799], [-12.664812, 30.408119, 0.294500], [-14.313919, 28.816496, 1.059204], [-14.680549, 30.361767, 1.853922], [-14.424914, 28.265673, 2.944693], [-15.014335, 29.200951, -1.556877], [-15.727026, 28.808866, -2.899677], [-15.066076, 27.813856, -3.563767], [-14.025011, 29.565666, -1.822209], [-15.002224, 28.174421, -1.041113], [-15.571370, 29.829858, -0.808224], [-15.997921, 29.696458, -3.430177], [-16.653281, 28.299523, -2.742507], [-14.671814, 27.238886, -2.911961], [-11.123798, 29.408224, -2.462488], [-10.553200, 29.426077, -1.139483], [-11.636614, 30.395167, -2.583949], [-12.070868, 28.839710, -2.591990], [-10.370285, 29.085271, -3.145157], [-10.262651, 28.558262, -0.722247]], "forces_ev_per_a": [[7.2477, -0.7337, -1.6403], [-6.4694, 0.2633, -8.0487], [-3.8660, 0.1414, 4.5941], [4.1806, -0.2836, 4.6094], [-1.4382, 0.0887, 1.5985], [-0.7679, 0.0434, -2.6463], [0.6785, -0.2513, 0.0618], [-0.7844, 0.4072, -0.8102], [-0.0546, -3.0442, -6.4915], [-6.9468, 4.5705, -2.8446], [-0.2747, 0.9791, 3.4658], [5.5545, -3.6844, 2.3262], [1.4169, -0.5852, 2.8943], [-0.9392, 1.2621, -0.3721], [-0.2499, -0.0109, 0.7952], [0.5603, -0.8340, -0.2440], [-2.1612, 0.5517, 2.8838], [4.9323, 6.9775, 0.5265], [4.0251, -2.7374, -1.7678], [-4.0154, -6.8712, -0.1790], [-0.3180, 0.6328, 0.6348], [1.0061, -0.0185, -0.3301], [-0.8310, 0.2634, -0.0225], [-0.6841, 0.5886, 0.1347], [-1.0512, -1.1173, 0.7157], [-1.6393, 0.3119, -0.5842], [0.4378, 0.0335, -0.6438], [-0.3494, 0.7486, 0.2864], [0.5559, 0.2252, 0.0503], [0.4370, -0.2139, -0.4818], [0.4607, 0.1659, -0.4337], [0.6725, 0.0809, 0.7686], [-0.4734, 0.3468, 0.0962], [1.5271, 0.7266, -2.0617], [-0.9508, 0.7581, 1.4412], [4.2263, -2.5710, 3.8290], [-0.0397, 0.1989, 0.6665], [0.6777, -0.7903, 0.7976], [-0.9452, -0.0398, 0.0948], [-0.6764, 0.2074, -1.1188], [0.5319, -0.2196, 0.3201], [-3.6114, 1.5750, -3.3526], [-1.7097, 0.2966, 0.8287], [0.9442, 2.6839, -0.6891], [-1.1968, -0.1304, -0.3533], [0.6137, 1.0533, -0.2008], [0.4469, -1.2045, -0.1780], [0.4069, -0.1722, 0.4999], [-0.1429, -0.5763, -1.3054], [0.3886, -1.0451, 1.0529], [-0.2476, -0.3519, 0.6597], [-0.6971, -2.6240, -3.1667], [1.7763, 1.0450, 1.0263], [-0.5960, 1.0523, -0.9396], [0.3848, 0.7959, 0.3917], [0.5589, 1.1445, 1.1734], [0.0574, 0.3857, 0.5454], [-0.1617, -0.0277, -0.3729], [-0.5202, -0.0781, 0.3444], [0.0256, -0.8280, 1.1995], [-1.5201, -2.1071, 0.3968], [-1.1721, 0.4671, 2.5612], [1.7452, -0.0599, -2.0614], [0.1023, -0.0089, 0.4924], [0.7904, 1.5216, -0.4360], [0.4155, -0.1419, -1.2488], [0.5211, 0.4291, -1.2054], [-1.4710, 0.5052, 1.1503], [0.6210, -0.4266, 0.3952], [-1.8275, 0.1460, 1.5811], [0.1620, -0.7010, 0.7378], [1.5492, -0.1628, -0.3055], [0.8615, -0.8530, 0.4172], [0.2271, 0.3296, -1.0124], [-0.9271, 1.5020, -1.4963]], "de_lowest_kcal_mol": 96.3, "smiles": "NC(N)=O.NC(N)=O.NC(N)=O.CCO.CCO.CCO.CCO.CCO.CO", "e_tot_ha": -1566.51073}